# 1
Density functional theory data (wB97M-V/def2-TZVPD) for C4H8O2 in the gas phase at a distorted geometry.

Positions of all 14 atoms, in Å:
O  1.97506  1.12212  0.38012
C  1.69157  -0.20265  -0.02104
C  0.31329  -0.76144  0.35330
C  -0.90196  -0.23417  -0.75368
C  -2.02905  0.22774  0.04931
O  -0.84524  0.98629  0.06253
H  1.25022  1.68536  0.08688
H  1.79729  -0.32582  -1.10385
H  2.45481  -0.81689  0.47075
H  0.27465  -1.83054  0.33070
H  0.15566  -0.43673  1.42846
H  -1.03882  0.06001  -1.84715
H  -2.31839  -0.37673  0.90497
H  -2.77910  0.90347  -0.34132

Cartesian forces (eV/Å) of the 2 atoms listed first:
O -0.3 -0.1 0.0
C -0.1 -0.7 -0.4

Summary:
energy: -8368.827 eV
SMILES string: OCC[C@H]1CO1
energy relative to the best compared isomer or geometry (same formula, charge and spin): 102.7 kcal per mole
molar mass: 88.1 g mol⁻¹
HOMO: -9.6 eV
Kohn-Sham gap: 10.67 eV

=====

# 2
Density functional theory data (wB97M-V/def2-TZVPD) for C4H8O2 in the gas phase at a distorted geometry.

Positions of all 14 atoms, in Å:
C  -1.16059  -0.85219  -0.78288
C  -0.69599  0.28357  0.17012
O  -0.33845  -0.27556  1.44167
C  1.06572  -0.05484  1.21820
C  0.75498  0.90641  0.08524
O  1.36008  0.70318  -1.15881
H  -0.37907  -1.59137  -0.99333
H  -1.97328  -1.39546  -0.27650
H  -1.57937  -0.51118  -1.74166
H  -1.50389  1.02558  0.22367
H  1.58143  -0.95785  0.85845
H  1.56576  0.34051  2.10499
H  0.78460  1.96840  0.36136
H  0.51806  0.41082  -1.51051

Cartesian forces (eV/Å) of the 2 atoms listed first:
C 0.2 0.2 0.1
C -0.1 0.2 0.1

Summary:
energy: -8370.848 eV
SMILES string: C[C@H]1OC[C@H]1O
energy relative to the best compared isomer or geometry (same formula, charge and spin): 56.1 kcal per mole
molar mass: 88.1 g mol⁻¹
HOMO: -9.9 eV
Kohn-Sham gap: 10.83 eV

=====

# 3
Density functional theory data (wB97M-V/def2-TZVPD) for C4H8O2 in the gas phase at a distorted geometry.

Positions of all 14 atoms, in Å:
O  2.05506  0.85721  -0.41372
C  0.98342  0.34506  0.32037
C  -0.40342  1.00010  0.21711
C  -1.06600  -0.37233  -0.10152
O  -1.67084  -0.62792  -1.35197
C  0.33754  -1.01273  -0.04736
H  2.82918  0.45144  -0.00561
H  1.25366  0.36080  1.40434
H  -0.64962  1.92771  -0.31041
H  -0.46800  1.16160  1.28313
H  -1.74706  -0.67264  0.70642
H  -2.56310  -0.25783  -1.35811
H  0.61229  -1.36918  -1.04393
H  0.49690  -1.79128  0.70126

Cartesian forces (eV/Å) of the 2 atoms listed first:
O 0.2 -0.3 -0.2
C -0.1 -0.2 0.6

Summary:
energy: -8371.018 eV
SMILES string: O[C@H]1C[C@@H](O)C1
energy relative to the best compared isomer or geometry (same formula, charge and spin): 52.2 kcal per mole
molar mass: 88.1 g mol⁻¹
HOMO: -9.8 eV
Kohn-Sham gap: 10.63 eV

=====

# 4
Density functional theory data (wB97M-V/def2-TZVPD) for 2 unconnected molecules or ions with the total composition C4H8O2 at a distorted geometry.

Positions of all 14 atoms, in Å:
C  0.22355  -2.37088  -2.05938
C  0.59556  -1.63338  -1.00933
C  -0.36280  -1.01038  -0.01294
C  0.25309  -0.23977  0.91031
O  -0.29751  0.62715  1.81242
H  0.93946  -2.43335  -2.89669
H  -0.72193  -2.89378  -2.09899
H  1.65233  -1.36256  -0.89568
H  -1.45764  -1.22740  -0.14453
H  1.35238  -0.29999  1.15031
H  -0.66351  1.40080  1.32496
H  0.16783  3.94657  0.83713
H  -1.08204  4.03925  1.83786
O  -0.59877  3.45769  1.24457

Cartesian forces (eV/Å) of the 2 atoms listed first:
C 1.0 0.2 -0.1
C -1.1 0.3 0.6

Summary:
energy: -8370.670 eV
SMILES string: C=C/C=C/O.O
energy relative to the best compared isomer or geometry (same formula, charge and spin): 60.2 kcal per mole
molar mass: 88.1 g mol⁻¹
HOMO: -8.2 eV
Kohn-Sham gap: 8.68 eV

=====

# 5
Density functional theory data (wB97M-V/def2-TZVPD) for C4H8O2 in the gas phase at a distorted geometry.

Positions of all 14 atoms, in Å:
C  -1.34015  -0.54701  -1.53822
C  -0.50729  0.08347  -0.41998
O  0.87353  0.01979  -0.32849
C  -1.06759  0.80066  0.54600
C  1.41594  -0.03834  1.08547
O  2.75504  0.18775  0.92252
H  -1.12519  -1.59549  -1.76317
H  -2.40120  -0.48042  -1.24656
H  -1.26519  0.01073  -2.48314
H  -0.40231  1.43943  1.11029
H  -2.11895  0.79978  0.74407
H  1.10583  -1.05310  1.33313
H  1.14062  0.61542  1.95787
H  2.93691  -0.24268  0.08021

Cartesian forces (eV/Å) of the 2 atoms listed first:
C 0.3 0.0 0.2
C -0.3 0.3 0.7

Summary:
energy: -8370.665 eV
SMILES string: C=C(C)OCO
energy relative to the best compared isomer or geometry (same formula, charge and spin): 60.4 kcal per mole
molar mass: 88.1 g mol⁻¹
HOMO: -8.8 eV
Kohn-Sham gap: 9.77 eV

=====

# 6
Density functional theory data (wB97M-V/def2-TZVPD) for C4H8O2 in the gas phase.

Positions of all 14 atoms, in Å:
C  0.11702  -1.72234  -0.44836
C  -0.25097  -0.25493  -0.39975
O  -1.37595  -0.02349  0.46028
C  -1.43282  1.14348  1.12351
C  0.94806  0.57817  0.04661
O  0.65252  1.95244  0.15660
H  0.51220  -2.05909  0.51566
H  0.89685  -1.85144  -1.20764
H  -0.73331  -2.35012  -0.72238
H  -0.58484  0.08846  -1.38875
H  -2.15524  1.75653  0.52344
H  1.71818  0.46739  -0.72376
H  1.33150  0.16966  0.99115
H  0.35679  2.10525  1.07338

Cartesian forces (eV/Å) of the 2 atoms listed first:
C 0.0 -0.1 0.0
C 0.4 -0.1 -0.3

Summary:
energy: -8368.326 eV
energy relative to the best compared isomer or geometry (same formula, charge and spin): 114.3 kcal per mole
molar mass: 88.1 g mol⁻¹
HOMO: -8.1 eV
Kohn-Sham gap: 8.32 eV

=====

# 7
Density functional theory data (wB97M-V/def2-TZVPD) for C4H8O2 in the gas phase at a distorted geometry.

Positions of all 14 atoms, in Å:
C  -0.67150  -0.66872  -0.32401
C  -0.52062  0.47469  -1.29662
O  0.76517  1.03544  -1.03029
C  1.18596  0.65210  0.27559
C  -0.04955  0.02140  0.90670
O  0.23037  -0.89876  1.92824
H  -0.11058  -1.67261  1.47868
H  -0.06769  -1.53845  -0.64378
H  -1.70409  -1.01795  -0.19205
H  -0.57164  0.19266  -2.34857
H  -1.31136  1.20591  -1.07377
H  1.57982  1.52454  0.81062
H  1.98149  -0.10905  0.23411
H  -0.73577  0.79879  1.27515

Cartesian forces (eV/Å) of the 2 atoms listed first:
C 0.0 0.2 0.0
C -0.3 0.0 -0.2

Summary:
energy: -8371.739 eV
SMILES string: O[C@@H]1CCOC1
energy relative to the best compared isomer or geometry (same formula, charge and spin): 35.6 kcal per mole
molar mass: 88.1 g mol⁻¹
HOMO: -9.8 eV
Kohn-Sham gap: 10.72 eV

=====

# 8
Density functional theory data (wB97M-V/def2-TZVPD) for 2 unconnected molecules or ions with the total composition C4H8O2.

Positions of all 14 atoms, in Å:
C  0.68571  0.97041  1.76882
C  1.13895  -0.11644  1.14865
C  -0.57852  -1.15715  -1.41278
O  -1.45750  -1.61240  -0.48269
C  -0.33675  0.14026  -1.58927
O  -1.03768  1.05556  -0.81661
H  1.26762  1.88800  1.81632
H  -0.27108  0.97292  2.29618
H  -0.46688  1.26802  -0.06152
H  0.56700  -1.04623  1.12245
H  2.10457  -0.12894  0.64540
H  -0.09609  -1.94865  -1.97694
H  -1.87557  -0.80932  -0.12417
H  0.35621  0.52396  -2.33384

Cartesian forces (eV/Å) of the 2 atoms listed first:
C 0.0 -0.1 0.2
C 0.0 -0.1 0.1

Summary:
energy: -8370.770 eV
SMILES string: O/C=C\O.C=C
energy relative to the best compared isomer or geometry (same formula, charge and spin): 57.9 kcal per mole
molar mass: 88.1 g mol⁻¹
HOMO: -8.8 eV
Kohn-Sham gap: 9.76 eV

=====

# 9
Density functional theory data (wB97M-V/def2-TZVPD) for 2 unconnected molecules or ions with the total composition C4H8O2.

Positions of all 14 atoms, in Å:
O  -0.54621  1.69005  -0.01567
C  -0.53259  1.34907  1.28806
C  -1.19724  0.34216  1.86305
C  0.99635  -0.93281  -0.91938
O  -0.22095  -1.34533  -0.45755
C  1.21333  -0.69929  -2.20483
H  -0.98724  0.98665  -0.51527
H  0.11236  2.02197  1.84646
H  -1.90230  -0.27454  1.30800
H  -1.11439  0.18469  2.93130
H  1.77381  -0.81238  -0.16325
H  -0.21051  -1.30004  0.50763
H  0.42251  -0.83279  -2.93734
H  2.19307  -0.37739  -2.53121

Cartesian forces (eV/Å) of the 2 atoms listed first:
O -0.1 -0.2 -0.1
C 0.0 -0.1 0.3

Summary:
energy: -8370.990 eV
SMILES string: C=CO.C=CO
energy relative to the best compared isomer or geometry (same formula, charge and spin): 52.8 kcal per mole
molar mass: 88.1 g mol⁻¹
HOMO: -9.0 eV
Kohn-Sham gap: 10.00 eV

=====

# 10
Density functional theory data (wB97M-V/def2-TZVPD) for C4H8O2 in the gas phase.

Positions of all 14 atoms, in Å:
C  -0.09358  1.48745  -0.00553
C  0.23822  0.17646  -0.66370
O  1.70494  -0.29209  0.03693
C  -0.46420  -1.06712  -0.34918
C  -1.37471  -1.19913  0.76564
O  -1.55807  -0.40917  1.68346
H  0.67269  2.23819  -0.21751
H  -1.05017  1.83282  -0.41376
H  -0.22744  1.35764  1.06725
H  0.52373  0.27581  -1.71342
H  2.36012  -0.51406  -0.64899
H  0.98684  -1.17987  0.17698
H  -0.59885  -1.77277  -1.16678
H  -1.92363  -2.16821  0.76265

Cartesian forces (eV/Å) of the 2 atoms listed first:
C 0.0 0.0 0.0
C -0.1 0.0 -0.1

Summary:
energy: -8369.719 eV
energy relative to the best compared isomer or geometry (same formula, charge and spin): 82.2 kcal per mole
molar mass: 88.1 g mol⁻¹
HOMO: -8.6 eV
Kohn-Sham gap: 8.94 eV

=====

# 11
Density functional theory data (wB97M-V/def2-TZVPD) for a molecular structure, C4H8O2 at a distorted geometry.

Positions of all 14 atoms, in Å:
C  0.72538  0.87727  1.39853
C  0.45914  -0.75217  -0.13704
C  0.30796  -0.26212  -1.52309
O  -0.98490  0.04768  -2.01467
C  -0.80590  -0.96625  0.55980
O  -0.57509  0.47257  0.75714
H  0.40431  1.79987  1.86431
H  1.57821  1.08797  0.72960
H  1.06750  0.13474  2.12445
H  0.69151  -1.11278  -2.10070
H  1.00479  0.57729  -1.70348
H  -1.32830  0.72934  -1.41993
H  -0.83456  -1.51785  1.50624
H  -1.71004  -1.11555  -0.04115

Cartesian forces (eV/Å) of the 2 atoms listed first:
C -0.4 0.4 0.5
C 0.1 -1.1 -0.8

Summary:
energy: -8367.363 eV
energy relative to the best compared isomer or geometry (same formula, charge and spin): 136.5 kcal per mole
molar mass: 88.1 g mol⁻¹
HOMO: -8.1 eV
Kohn-Sham gap: 8.94 eV

=====

# 12
Density functional theory data (wB97M-V/def2-TZVPD) for a molecular structure, C4H8O2.

Positions of all 14 atoms, in Å:
O  1.88605  -1.23586  -0.54392
C  1.05130  -0.12683  -0.78949
C  0.35323  0.34734  0.46913
C  -0.85596  1.21769  0.35458
C  -0.75113  -0.50830  1.07376
O  -1.35477  -1.37070  0.20313
H  1.37098  -1.89440  -0.05902
H  0.32191  -0.33705  -1.59474
H  1.69707  0.66505  -1.17898
H  1.07605  0.68048  1.21477
H  -1.38436  1.21302  -0.59753
H  -0.86313  2.16152  0.89647
H  -1.53759  0.49952  1.25522
H  -1.00964  -1.31147  -0.70340

Cartesian forces (eV/Å) of the 2 atoms listed first:
O -0.1 -0.2 0.1
C -0.2 0.3 -0.1

Summary:
energy: -8368.634 eV
energy relative to the best compared isomer or geometry (same formula, charge and spin): 107.2 kcal per mole
molar mass: 88.1 g mol⁻¹
HOMO: -8.5 eV
Kohn-Sham gap: 9.30 eV

=====

# 13
Density functional theory data (wB97M-V/def2-TZVPD) for C4H8O2 in the gas phase.

Positions of all 14 atoms, in Å:
O  1.41198  1.16870  0.65383
C  1.60467  -0.14577  0.18650
C  0.30059  -0.96382  -0.00249
C  -0.87358  -0.21785  -0.63633
C  -1.72325  0.62015  0.21270
O  -0.77056  1.22100  -0.64061
H  0.75303  1.54425  0.04692
H  2.17545  -0.16521  -0.75482
H  2.16608  -0.68619  0.95391
H  0.53280  -1.80596  -0.65826
H  -0.00357  -1.35786  0.97216
H  -1.30082  -0.65718  -1.53306
H  -1.55268  0.54859  1.29847
H  -2.72015  0.89714  -0.09892

Cartesian forces (eV/Å) of the 2 atoms listed first:
O 0.3 -0.2 0.0
C -0.2 -0.4 0.0

Summary:
energy: -8370.898 eV
SMILES string: OCC[C@H]1CO1
energy relative to the best compared isomer or geometry (same formula, charge and spin): 55.0 kcal per mole
molar mass: 88.1 g mol⁻¹
HOMO: -9.9 eV
Kohn-Sham gap: 10.90 eV

=====

# 14
Density functional theory data (wB97M-V/def2-TZVPD) for a gas-phase ion, C4H8O2 (charge +1) at a distorted geometry.

Positions of all 14 atoms, in Å:
C  -1.30520  0.89626  -0.20456
O  -1.48066  2.21343  0.24564
C  0.15913  0.44250  -0.11537
C  0.18364  -1.11393  -0.05521
C  1.62665  -1.49553  0.16932
O  2.06873  -1.83940  1.21434
H  -1.62026  0.90447  -1.24372
H  -1.94219  0.22334  0.36946
H  -0.74732  2.51589  0.79974
H  0.63894  0.84423  0.75245
H  0.71101  0.77090  -0.99859
H  -0.44444  -1.48069  0.74794
H  -0.16806  -1.53687  -0.99454
H  2.32004  -1.34461  -0.68692

Cartesian forces (eV/Å) of the 2 atoms listed first:
C 0.0 0.4 0.2
O 0.4 0.3 0.1

Summary:
2S+1: 2
energy: -8361.907 eV
energy relative to the best compared isomer or geometry (same formula, charge and spin): 30.5 kcal per mole
molar mass: 88.1 g mol⁻¹
HOMO (spin up / spin down): -14.4 / -14.4 eV
expectation value of S²: 0.757
charge: +1
Kohn-Sham gap (spin up / spin down): 8.36 / 4.43 eV

=====

# 15
Density functional theory data (wB97M-V/def2-TZVPD) for a gas-phase ion, C4H8O2P (charge -1) at a distorted geometry.

Positions of all 15 atoms, in Å:
C  0.55143  0.67138  1.03191
C  0.42455  -0.47589  0.44581
C  1.77941  1.31039  1.58321
C  -1.67116  -0.17974  -1.70833
O  0.09708  -2.31002  -1.61893
O  -1.86294  -2.36519  -0.03140
P  -0.82473  -1.59517  -0.75108
H  -0.36964  1.30891  0.96551
H  1.22010  -1.21611  0.48332
H  2.17527  1.90497  0.80416
H  2.66758  0.63350  2.01122
H  1.56225  2.14398  2.29551
H  -1.07470  0.46398  -2.24233
H  -2.44727  -0.58518  -2.43712
H  -2.22725  0.29019  -0.83145

Cartesian forces (eV/Å) of the 2 atoms listed first:
C -1.7 1.7 0.2
C -0.9 -4.1 -1.7

Summary:
energy: -17663.010 eV
SMILES string: C/C=C/[P@@](C)(=O)[O-]
energy relative to the best compared isomer or geometry (same formula, charge and spin): 12.9 kcal per mole
molar mass: 119.1 g mol⁻¹
HOMO: -4.6 eV
charge: -1
Kohn-Sham gap: 8.35 eV

=====

# 16
Density functional theory data (wB97M-V/def2-TZVPD) for C4H8O2S2 in the gas phase at a distorted geometry.

Positions of all 16 atoms, in Å:
C  -0.91125  -1.03597  -1.16019
C  -0.71275  -0.11412  0.03414
C  1.18885  -0.83441  1.22603
C  0.56708  1.70123  0.73993
H  -0.82105  0.73418  -2.73273
H  -1.53477  -1.85369  -0.83127
H  0.05898  -1.41801  -1.50389
H  -1.69006  0.28394  0.34957
H  1.63983  -1.12757  0.24677
H  1.45308  -1.53496  1.97123
H  1.01514  2.59607  0.34317
H  -0.26946  1.96454  1.34566
O  -0.21003  -0.84571  1.13958
O  0.15904  0.91308  -0.35204
S  -1.75795  -0.22253  -2.54552
S  1.82533  0.79393  1.72958

Cartesian forces (eV/Å) of the 2 atoms listed first:
C 0.5 0.4 -0.2
C -0.3 -0.3 -0.3

Summary:
energy: -30042.305 eV
SMILES string: SCC1OCSCO1
energy relative to the best compared isomer or geometry (same formula, charge and spin): 34.3 kcal per mole
molar mass: 152.2 g mol⁻¹
HOMO: -9.0 eV
Kohn-Sham gap: 9.79 eV

=====

# 17
Density functional theory data (wB97M-V/def2-TZVPD) for C4H8O2Se in the gas phase at a distorted geometry.

Positions of all 15 atoms, in Å:
C  0.75928  -0.74944  0.06070
C  -0.46874  -1.41316  -0.62350
C  0.60102  0.78608  -0.19691
C  -1.02562  1.00340  -0.09388
O  1.23460  1.16200  -1.39270
O  -1.36212  2.05642  0.68981
Se  -2.02223  -0.66664  0.28220
H  0.65184  -0.98118  1.15353
H  1.63927  -1.15324  -0.36013
H  -0.59471  -1.11469  -1.64105
H  -0.54598  -2.38499  -0.11758
H  1.12487  1.27742  0.67555
H  -1.38700  -1.56945  1.46873
H  2.01886  1.71279  -1.14991
H  -0.62336  2.03469  1.24514

Cartesian forces (eV/Å) of the 2 atoms listed first:
C -2.5 1.1 0.0
C 0.5 0.0 2.3

Summary:
energy: -73713.869 eV
energy relative to the best compared isomer or geometry (same formula, charge and spin): 109.0 kcal per mole
molar mass: 167.1 g mol⁻¹
HOMO (spin up / spin down): -7.1 / -7.1 eV
Kohn-Sham gap (spin up / spin down): 7.34 / 7.34 eV